Record 1
Formula: C3H5N3O
Source: the OMol25 dataset
Level of theory: the ωB97M-V functional and the def2-TZVPD basis

Structure (XYZ):
```
12
Properties=species:S:1:pos:R:3:forces:R:3
O -2.205393 0.849253 -0.796061 0.079 0.167 0.030
C -1.668937 -0.174906 0.003104 0.004 -0.312 0.131
C -0.172049 -0.219135 -0.060004 -0.166 0.145 0.011
N 0.547726 0.807905 -0.432805 -0.608 -0.020 0.127
N 1.820792 0.637760 -0.274960 -0.548 -0.755 -0.081
C 1.764094 -1.183476 0.370090 -0.494 2.566 -0.946
N 0.538525 -1.339870 0.322483 0.615 0.295 0.058
H -1.586805 1.591839 -0.768562 -0.071 -0.078 -0.049
H -2.063151 -1.128999 -0.359000 -0.001 0.098 0.046
H -1.978878 -0.071404 1.055327 -0.015 0.023 -0.143
H 2.318695 1.356596 -0.829043 0.093 -0.614 0.737
H 2.684196 -1.101143 -0.140204 1.113 -1.516 0.078
```
Forces are in eV/Å.

The HOMO energy is -8.7706 eV. For the energy above the lowest of the compared OMol25 structures with the same formula, charge and spin, the calculation gives 107.0 kcal/mol. For the orbital gap, the calculation gives 9.21 eV. As for the spin multiplicity: 1.

Atom charges from the Mulliken analysis, given in e for atoms 1 to 5: atom 1 (O): -0.52, atom 2 (C): -0.26, atom 3 (C): 0.38, atom 4 (N): -0.22, atom 5 (N): -0.48

Record 2
Formula: C3H5N3O
Source: the OMol25 dataset
Level of theory: the ωB97M-V functional and the def2-TZVPD basis

Structure (XYZ):
```
12
Properties=species:S:1:pos:R:3:forces:R:3
C 0.487970 1.146998 -0.847117 -0.089 0.354 0.461
C 1.533554 -0.571932 0.341909 -0.752 1.860 1.270
C 0.009794 -0.703960 0.418261 -3.955 0.140 0.036
H -2.201116 -0.421407 -0.021696 1.165 3.723 -0.214
H 0.287546 2.068427 -1.446179 0.168 -0.987 0.598
H 1.844829 -0.247664 1.451217 -0.445 -0.654 -2.441
H 2.109109 -1.529444 0.093030 -0.815 1.747 -0.169
H -0.447751 -2.362730 1.315571 -1.726 2.101 -0.780
N -0.548043 0.431864 -0.269881 3.710 -1.774 1.006
N 1.667214 0.726734 -0.563927 0.378 -1.844 0.413
N -0.970591 -1.468873 0.930219 4.702 -0.958 -0.298
O -1.852573 0.679763 -0.193143 -2.341 -3.710 0.117
```
Forces are in eV/Å.

The HOMO energy is -8.5293 eV. For the energy above the lowest of the compared OMol25 structures with the same formula, charge and spin, the calculation gives 102.4 kcal/mol. The SMILES is [H]/N=C1\CN=CN1O. For the orbital gap, the calculation gives 9.30 eV. As for the spin multiplicity: 1.

Atom charges from the Mulliken analysis, given in e for atoms 1 to 5: atom 1 (C): -0.03, atom 2 (C): -0.25, atom 3 (C): 0.34, atom 4 (H): 0.44, atom 5 (H): 0.36

Record 3
Formula: C3H5N3O
Source: the OMol25 dataset
Level of theory: the ωB97M-V functional and the def2-TZVPD basis

Structure (XYZ):
```
12
Properties=species:S:1:pos:R:3:forces:R:3
N 2.383950 0.598271 -0.053651 0.465 -0.168 0.028
C 0.971574 0.308528 -0.025861 0.113 0.131 -0.018
C 0.253455 -0.811928 0.111968 0.075 0.065 -0.006
N -1.166791 -0.760559 0.088048 -0.044 0.375 -0.049
C -1.822003 0.390504 -0.022390 -0.002 -0.593 0.049
O -3.143890 0.092334 -0.058363 0.021 0.276 -0.014
N 1.225553 1.585066 -0.188028 -0.285 -0.202 0.020
H 2.924600 0.432579 -0.896534 -0.146 -0.022 0.113
H 2.914993 0.646828 0.809961 -0.151 -0.026 -0.103
H 0.721595 -1.775796 0.255486 -0.039 0.204 -0.033
H -1.669098 -1.645897 0.119348 0.026 0.132 -0.006
H -3.593939 0.940065 -0.139981 -0.033 -0.171 0.019
```
Forces are in eV/Å.

The HOMO energy is -7.2230 eV. For the energy above the lowest of the compared OMol25 structures with the same formula, charge and spin, the calculation gives 134.5 kcal/mol. For the orbital gap, the calculation gives 7.82 eV. As for the spin multiplicity: 1.

Atom charges from the Mulliken analysis, given in e for atoms 1 to 5: atom 1 (N): -0.12, atom 2 (C): 0.29, atom 3 (C): -0.26, atom 4 (N): 0.16, atom 5 (C): -0.74

Record 4
Formula: C3H5N3O
Source: the OMol25 dataset
Level of theory: the ωB97M-V functional and the def2-TZVPD basis

Structure (XYZ):
```
12
Properties=species:S:1:pos:R:3:forces:R:3
C -1.258028 0.955834 -0.503558 -2.359 1.438 -1.671
C -0.397049 -1.058484 0.005575 -0.789 -0.711 1.860
C 0.761427 0.117976 -0.350122 0.204 -3.222 0.768
N -0.011419 1.226495 -0.650945 1.076 0.833 0.187
N -1.578466 -0.286366 -0.147707 3.950 0.289 -0.631
N 2.185702 0.077327 0.083813 -3.388 -0.848 -0.829
O 0.364316 -1.104078 -1.090529 1.437 1.141 -1.874
H -2.161973 1.630738 -0.791520 2.084 -0.788 0.715
H -0.636510 -2.065451 0.502468 1.002 1.627 -0.221
H -2.428916 -0.576300 0.107577 -3.714 -1.151 1.193
H 2.856194 0.290511 -0.620808 0.118 0.069 -1.032
H 2.247069 0.780016 0.755162 0.381 1.322 1.535
```
Forces are in eV/Å.

The HOMO energy is -8.8477 eV. For the energy above the lowest of the compared OMol25 structures with the same formula, charge and spin, the calculation gives 73.9 kcal/mol. The SMILES is N[C@]12N=CN[C@H]1O2. For the orbital gap, the calculation gives 9.76 eV. As for the spin multiplicity: 1.

Atom charges from the Mulliken analysis, given in e for atoms 1 to 5: atom 1 (C): -0.05, atom 2 (C): -0.13, atom 3 (C): 0.50, atom 4 (N): -0.56, atom 5 (N): -0.03

Record 5
Formula: C3H5N3O
Source: the OMol25 dataset
Level of theory: the ωB97M-V functional and the def2-TZVPD basis

Structure (XYZ):
```
12
Properties=species:S:1:pos:R:3:forces:R:3
N -0.002115 -1.202593 -1.880463 -0.031 -0.134 0.119
C -0.093530 -0.417637 -0.729854 -0.160 0.079 -0.050
C -1.025938 0.518976 -0.394121 0.003 -0.148 -0.155
N -0.585686 1.041311 0.832702 0.148 0.067 0.055
C 0.570764 0.406648 1.107953 -0.117 0.076 -0.082
O 1.254481 0.727121 2.217949 0.155 -0.101 -0.073
N 0.903555 -0.496489 0.226511 -0.135 0.266 0.092
H -0.895904 -1.523848 -2.224882 0.100 0.014 0.007
H 0.638013 -1.973853 -1.745511 -0.100 0.043 -0.014
H -1.977688 0.791096 -0.822828 0.214 0.042 -0.031
H -0.841798 1.943839 1.203545 -0.016 -0.272 0.100
H 2.055846 0.185429 2.208999 -0.061 0.069 0.033
```
Forces are in eV/Å.

The HOMO energy is -7.5743 eV. For the energy above the lowest of the compared OMol25 structures with the same formula, charge and spin, the calculation gives 11.8 kcal/mol. The SMILES is Nc1c[nH]c(O)n1. For the orbital gap, the calculation gives 8.44 eV. As for the spin multiplicity: 1.

Atom charges from the Mulliken analysis, given in e for atoms 1 to 5: atom 1 (N): -0.52, atom 2 (C): 0.51, atom 3 (C): -0.66, atom 4 (N): -0.05, atom 5 (C): 0.35

Record 6
Formula: C3H5N3O
Source: the OMol25 dataset
Level of theory: the ωB97M-V functional and the def2-TZVPD basis

Structure (XYZ):
```
12
Properties=species:S:1:pos:R:3:forces:R:3
C 0.781229 1.559722 -0.062339 0.228 0.055 -0.024
N -0.308529 -0.603051 -0.048463 0.307 -0.945 0.032
C 0.919801 0.062692 -0.038850 0.245 0.325 -0.055
N -0.294997 -2.017919 -0.084837 0.121 -0.272 -0.034
C -1.474606 0.021633 0.002938 -0.109 0.004 0.115
O 1.948219 -0.553371 0.007273 -0.017 0.021 0.022
N -2.512170 0.510703 0.029241 -0.627 0.351 0.001
H -1.179174 -2.362412 -0.443766 0.115 0.207 0.042
H -0.119382 -2.401553 0.841739 -0.147 0.236 -0.103
H 1.772087 2.005118 -0.075198 -0.013 -0.070 0.007
H 0.227491 1.874048 -0.945300 -0.056 0.050 -0.017
H 0.240030 1.904389 0.817562 -0.046 0.037 0.016
```
Forces are in eV/Å.

The HOMO energy is -9.9562 eV. For the energy above the lowest of the compared OMol25 structures with the same formula, charge and spin, the calculation gives 48.5 kcal/mol. The SMILES is CC(=O)N(N)C#N. For the orbital gap, the calculation gives 10.55 eV. As for the spin multiplicity: 1.

Atom charges from the Mulliken analysis, given in e for atoms 1 to 5: atom 1 (C): -1.17, atom 2 (N): 0.22, atom 3 (C): 0.65, atom 4 (N): -0.67, atom 5 (C): 0.44

> Look up the spin multiplicity of the fourth one.

1

> Which value of orbital gap does entry 1 give?

9.21 eV